Entry from OMol25: a cluster of 5 separate species, C60H37BrN2O13 in total (wB97M-V/def2-TZVPD).

```
113
Properties=species:S:1:pos:R:3:forces:R:3
Br 1.444944 1.549715 1.685902 -0.151 -0.691 -0.440
O 1.930481 -1.629523 -2.111519 0.649 -1.168 -3.509
O -3.086281 5.517805 3.793598 -0.043 -0.058 -0.041
O 2.027841 -2.174575 0.088113 1.286 0.188 -0.436
O 1.123949 -0.237461 -0.538629 0.280 0.139 -0.060
O -0.104113 -2.973100 0.977577 -0.278 1.185 -0.786
O -6.667500 -6.023278 3.048200 0.054 0.071 0.021
O -3.152921 -2.057459 3.721516 -0.020 -0.407 0.051
O 6.753843 -2.950842 -4.046318 -0.031 -0.053 -0.059
O 3.814038 -6.622610 -6.579665 0.064 0.065 0.015
O 3.437276 8.888251 -2.731845 -0.014 -0.078 0.037
O 0.718817 -4.931799 0.829608 -0.655 0.137 -0.100
O 2.666491 4.148714 -0.392850 0.028 0.046 -0.021
O -5.504993 1.190446 1.799837 0.023 0.082 0.033
N 2.865361 -1.537459 2.290772 -0.080 0.057 -0.794
N 0.082418 -4.248383 1.529488 0.875 -0.691 0.670
C 2.699853 7.724934 -0.825796 -0.034 -0.104 0.095
C 4.069028 4.202125 -4.329633 -0.006 0.071 0.011
C -5.536902 3.528359 2.053415 0.033 0.140 0.030
C -3.539336 -2.994270 1.119905 0.048 0.054 -0.130
C 4.055379 -5.255373 -4.682037 0.053 0.109 0.071
C -1.931958 3.033065 4.351894 0.139 -0.075 0.094
C -5.322303 -5.102327 0.776276 0.009 -0.027 -0.191
C 0.414653 -1.952642 1.825416 0.278 -0.102 1.366
C 2.499390 -5.267777 -2.849730 0.091 0.014 -0.021
C -4.220432 -3.512292 2.216333 -0.063 -0.062 -0.088
C -5.478740 5.914049 2.401463 -0.118 0.148 -0.058
C 2.813451 5.225421 -0.937169 -0.070 -0.419 0.199
C 4.457291 -3.874043 -2.745958 -0.102 -0.018 0.144
C -3.098189 3.173153 3.607522 -0.061 -0.138 -0.067
C -3.974562 -2.942777 3.564169 0.293 0.232 0.005
C 7.924593 -4.114531 -7.886346 -0.062 -0.048 0.023
C -3.239679 0.772763 3.381770 0.022 0.132 -0.019
C -5.890792 -5.101357 3.194925 -0.324 -0.371 -0.085
C -4.971801 2.171577 2.279302 -0.195 -0.428 -0.179
C 7.559261 -3.683060 -6.621411 0.146 0.039 -0.135
C 6.442558 -4.227339 -5.996638 -0.045 -0.080 -0.129
C -6.445839 -4.930808 5.611725 -0.071 -0.026 0.185
C 1.745188 -1.408926 -1.006737 -1.802 1.403 4.170
C 2.406951 8.894072 -0.132433 -0.068 0.117 0.137
C 1.873619 -0.012607 0.653637 0.132 -0.771 -0.521
C 6.069168 -3.765887 -4.633144 0.233 0.317 0.274
C -5.691932 -4.483767 4.533193 0.075 0.126 0.055
C 3.960087 6.605725 -4.260768 0.067 -0.047 -0.184
C 4.465130 -5.765427 -6.015665 -0.310 -0.343 -0.184
C 2.473386 6.485044 -0.225586 -0.018 0.144 -0.026
C 3.618146 4.138286 -3.021252 0.046 -0.115 -0.137
C -4.556257 -2.921567 5.978961 -0.025 0.040 0.169
C 3.512427 6.547554 -2.945792 -0.022 -0.156 0.015
C -4.753911 -3.465609 4.714466 -0.083 -0.075 0.039
C 3.236120 7.809864 -2.210314 0.078 0.432 -0.202
C -5.124191 -4.562290 2.041275 0.088 0.086 -0.012
C 1.808364 -1.409766 1.307491 -0.673 -0.102 -0.100
C 3.329520 5.308755 -2.328166 0.035 0.099 -0.095
C 5.685793 -5.200862 -6.650754 0.110 0.095 0.027
C 1.622273 7.589840 1.732385 0.036 0.023 -0.052
C -7.257871 4.922439 1.119542 0.064 0.015 0.045
C 4.233230 5.436169 -4.951977 -0.019 -0.025 0.087
C -5.305808 -3.375423 7.052008 -0.028 -0.037 -0.045
C 7.180797 -5.099092 -8.530155 -0.004 0.038 0.069
C -3.651374 4.530917 3.364187 0.255 0.370 0.181
C -2.089351 0.639565 4.139511 0.143 0.086 0.033
C -4.636658 -4.585758 -0.312143 0.031 0.050 0.081
C 6.064192 -5.640784 -7.914310 0.097 -0.009 -0.173
C 3.291372 -4.349502 -2.168639 0.054 -0.132 -0.030
C 2.882883 -5.724296 -4.100792 -0.153 -0.019 0.127
C -1.430883 1.768487 4.616380 -0.045 0.033 -0.056
C -6.703567 3.667031 1.309982 -0.163 0.082 -0.082
C -3.750313 -3.526716 -0.141365 -0.031 -0.054 0.018
C 1.928533 6.422576 1.052097 -0.066 0.054 0.171
C -6.649102 6.045661 1.671596 0.021 -0.080 -0.007
C -3.745761 2.039430 3.108514 0.156 0.135 0.128
C 4.838289 -4.315296 -4.007646 -0.088 -0.085 -0.037
C -4.915232 4.657022 2.591180 -0.121 -0.081 -0.066
C 1.870266 8.826110 1.143278 0.012 -0.072 -0.030
C -6.257265 -4.373952 6.866728 0.065 0.038 -0.056
H 5.069189 -3.155214 -2.216409 0.060 -0.001 -0.145
H 1.739560 5.462065 1.513963 0.071 -0.031 -0.133
H 2.593831 9.856598 -0.590678 0.030 -0.103 -0.112
H 1.191090 7.538660 2.724461 0.009 -0.002 -0.030
H -6.014599 -5.922985 0.639924 -0.014 0.040 0.150
H 1.638563 9.737757 1.679888 0.006 -0.026 -0.019
H -3.742388 -0.104963 3.008024 -0.060 0.129 -0.074
H 8.141445 -2.919559 -6.121724 -0.106 -0.049 0.110
H -0.524321 1.657707 5.199250 -0.023 0.015 -0.012
H 3.513413 -2.274612 2.014622 -0.246 -0.021 0.205
H -8.168754 5.027887 0.543339 0.027 -0.006 0.017
H -7.182834 -5.710842 5.471012 0.076 0.010 -0.138
H 4.091806 7.563934 -4.746557 -0.034 0.035 0.152
H 0.612037 -2.415509 2.811600 -0.028 0.306 -0.347
H 1.581875 -5.628624 -2.401423 0.030 0.013 0.002
H -3.820521 -2.140931 6.124360 -0.011 -0.016 -0.144
H -5.005778 6.789780 2.826804 0.102 -0.119 0.027
H -5.153799 -2.947729 8.035221 -0.003 -0.009 -0.031
H 8.791794 -3.685575 -8.373063 -0.022 -0.014 0.020
H 4.576908 5.483817 -5.977813 -0.006 0.003 0.032
H -0.327802 -1.160106 2.011985 0.223 -0.199 -0.498
H -4.795290 -5.005544 -1.297681 0.001 0.012 0.029
H -3.222480 -3.118398 -0.994242 -0.001 -0.007 0.036
H 3.392908 -0.666229 2.257830 0.134 -0.265 0.273
H 4.289554 3.289340 -4.869021 -0.011 0.024 0.020
H -1.418907 3.909573 4.726574 -0.141 0.056 -0.053
H -6.850815 -4.718885 7.704199 0.022 0.003 -0.024
H 3.486552 3.177369 -2.540867 -0.060 0.101 0.094
H -2.846688 -2.172626 1.249217 -0.042 -0.051 0.111
H -7.088855 7.025074 1.529431 0.019 -0.026 0.002
H -1.701999 -0.346524 4.356658 -0.062 0.009 -0.018
H 2.908165 0.026739 0.255488 -0.123 0.789 0.951
H 2.267437 -6.442759 -4.626692 0.130 0.014 -0.088
H -7.181099 2.794281 0.883653 0.121 -0.058 0.084
H 5.484347 -6.403008 -8.418535 -0.081 0.030 0.134
H 2.993904 -4.001914 -1.188779 -0.003 -0.042 -0.049
H 7.471718 -5.440356 -9.515967 -0.011 0.009 0.029
```
Positions in Å, forces in eV/Å.

Computed properties:
SMILES string: N[C@]1(CON=O)OC(=O)O[C@H]1Br.O=C1c2ccccc2C(=O)c2ccccc21.O=C1c2ccccc2C(=O)c2ccccc21.O=C1c2ccccc2C(=O)c2ccccc21.O=C1c2ccccc2C(=O)c2ccccc21
Net charge: 0
Multiplicity: 1
Electronic energy, eV: -162459.248
HOMO energy, eV: -9.57
Gap between HOMO and LUMO, eV: 8.457

Atom charges from the Löwdin analysis, given in e for atoms 1 to 2: number 1, Br, carries 0.826; number 2, O, carries 0.251

---

Entry from OMol25: a structure of composition C60H40AsCl5N4O2PTi (wB97M-V/def2-TZVPD).

```
114
Properties=species:S:1:pos:R:3:forces:R:3
As -1.285820 2.846690 0.008817 -0.561 0.433 -0.193
Ti 0.227913 -0.418120 0.378664 -1.128 -0.489 -1.084
Cl 2.432863 -6.442955 2.503972 0.018 -0.011 -0.007
Cl 0.171757 -3.397754 -1.252297 -0.466 -0.063 0.126
Cl 1.366515 -1.336468 3.665841 -0.040 0.056 -0.083
Cl 1.159833 -6.104978 -0.310831 0.001 0.023 0.041
Cl 2.582694 -4.013791 4.425271 -0.038 -0.019 -0.026
P 2.004069 -1.219817 -1.842624 0.522 -0.167 -0.983
O 0.700999 0.824666 -1.244421 0.295 0.560 0.143
O 1.632372 2.812644 -0.713057 -0.102 0.328 0.108
N -1.880993 -1.099033 0.275732 0.736 -0.152 0.586
N 0.074585 1.375572 2.600437 -0.257 0.210 0.152
N 1.803678 0.557230 1.278903 0.213 0.836 0.099
N -0.556280 0.385759 1.936914 0.550 0.072 -0.137
C -3.691997 -1.429808 1.968763 0.088 0.044 -0.065
C -3.095355 4.777893 1.392995 0.031 0.051 -0.015
C 2.129333 2.577377 2.610936 0.111 -0.011 0.025
C 1.607761 -1.363644 -4.670714 -0.056 0.016 -0.025
C -5.136079 1.072616 -0.546415 0.001 0.012 -0.044
C 3.124221 0.643874 0.943543 -0.160 -0.193 0.267
C 1.257016 -4.748474 0.756537 -0.116 -0.017 -0.252
C -3.876296 -2.571645 -2.489417 0.052 0.012 0.015
C -2.455410 -0.918847 1.531807 -0.292 0.174 -0.070
C 0.810061 -2.332260 1.170937 0.607 -1.349 0.491
C 2.794777 1.433605 -2.206754 -0.014 -0.258 -0.013
C -3.445593 -4.285632 -0.871503 -0.041 0.040 -0.072
C -2.296973 0.264878 3.665955 0.210 0.140 0.078
C 3.546916 2.469770 -2.741735 -0.018 0.012 -0.042
C -0.536552 -1.156333 -5.745630 0.029 0.054 -0.009
C 5.083442 0.877751 -3.665137 0.011 -0.027 -0.059
C -2.745933 -3.377311 -0.100286 0.115 -0.047 0.012
C 4.334592 -0.161970 -3.131549 -0.017 -0.004 0.093
C 3.424638 2.633645 2.227949 0.128 0.028 0.024
C -0.356956 -0.980097 -3.356083 0.200 -0.066 -0.099
C -1.793232 4.450821 1.028078 -0.043 0.052 0.034
C -2.165600 3.307155 -2.618673 -0.030 -0.028 0.050
C -3.045680 2.263201 -0.620995 0.000 -0.066 0.081
C 1.816522 -4.910184 2.010442 0.060 -0.042 0.091
C 1.016738 -1.211706 -3.417754 -0.166 0.029 0.198
C -2.158331 3.743534 -3.941412 0.002 -0.026 -0.039
C 3.165719 0.100608 -2.417845 -0.071 0.115 0.120
C -4.190835 -1.125348 3.228209 0.014 -0.001 -0.078
C -4.311663 1.916636 -2.648582 -0.023 -0.046 -0.001
C -3.206119 2.458626 -1.997733 0.068 0.019 -0.055
C -3.172177 -1.658720 -1.706375 -0.151 0.058 -0.198
C -1.129167 -0.949484 -4.508772 -0.025 -0.024 0.015
C 1.866384 -3.817705 2.863154 -0.024 0.239 0.057
C 4.678131 2.193883 -3.493420 -0.029 0.060 0.039
C 0.836508 -1.348218 -5.825425 0.008 0.013 0.010
C -5.271378 1.224205 -1.922964 0.052 0.049 0.022
C 1.346562 -2.581388 2.456687 -0.098 -0.033 -0.171
C -2.309512 6.775464 2.490820 -0.010 -0.080 -0.024
C 2.959174 -3.733060 -2.975774 0.114 0.051 0.003
C -0.219284 5.095732 -3.480142 -0.048 -0.030 -0.005
C 4.570501 -4.178045 -0.758504 -0.030 0.073 -0.026
C 3.955399 1.617290 1.387404 0.057 0.099 0.077
C -0.748982 5.286117 1.425579 -0.006 -0.064 -0.007
C -1.004425 6.446819 2.141695 -0.069 0.036 0.024
C 4.448174 -5.161803 -1.728899 0.015 0.007 0.013
C -3.498979 -0.280374 4.086291 -0.109 0.044 -0.006
C 3.648963 -4.931241 -2.839404 -0.008 0.063 -0.019
C -2.587734 -2.049210 -0.511497 0.109 0.227 -0.069
C 3.065594 -2.732870 -2.009987 0.000 -0.029 0.276
C -1.183050 4.629938 -4.371473 0.020 -0.004 0.080
C -4.015060 1.575928 0.099889 0.037 0.025 0.045
C 0.792404 -3.491724 0.369568 0.016 0.198 0.209
C -0.207376 4.643365 -2.166505 0.019 -0.099 0.013
C -1.779250 -0.061097 2.419968 -0.077 0.000 0.131
C 1.308098 1.506974 2.149680 -0.088 -0.398 0.197
C -3.352119 5.934421 2.122233 0.083 0.000 0.003
C -4.016327 -3.887898 -2.080622 0.062 0.024 0.068
C 3.879669 -2.981001 -0.899360 0.029 0.006 -0.088
C -1.167645 3.736083 -1.736171 0.015 -0.012 -0.072
C 1.624347 1.761890 -1.318299 -0.296 -0.384 -0.134
H 5.244889 3.003425 -3.937508 0.017 -0.022 0.027
H -4.564513 -4.596043 -2.690123 0.014 0.001 0.016
H -3.915916 4.133437 1.100459 0.005 0.025 -0.003
H -2.512017 7.677355 3.056558 0.009 -0.016 -0.017
H -3.899663 1.432854 1.169128 0.015 -0.073 -0.022
H -0.822535 -0.805989 -2.399474 -0.090 -0.028 0.059
H -0.188772 7.097819 2.435276 0.007 -0.042 -0.012
H -6.126749 0.796665 -2.431419 -0.012 0.007 -0.004
H 2.680418 -1.479864 -4.754403 0.019 -0.027 0.001
H -3.541277 -5.312105 -0.536227 0.005 0.022 -0.007
H 1.679054 3.314728 3.261179 -0.032 -0.022 -0.015
H 3.215784 3.485438 -2.562165 0.052 -0.025 0.027
H 0.530314 5.803392 -3.817278 -0.030 -0.022 0.027
H -2.293740 -3.685285 0.836141 -0.006 -0.003 -0.010
H 5.178830 -4.349262 0.121610 -0.018 0.005 -0.011
H -5.139188 -1.551108 3.537776 0.019 0.008 -0.031
H -3.097529 -0.618564 -2.009910 0.023 -0.046 0.038
H -1.729140 0.940991 4.291275 0.017 -0.031 0.005
H 4.992036 1.619767 1.080687 -0.021 0.012 -0.008
H -2.195351 -0.764589 -4.437456 0.049 -0.025 0.035
H 4.058720 3.446654 2.563171 -0.010 -0.032 -0.013
H -5.891189 0.539306 0.018346 0.026 -0.005 0.002
H 3.539269 -5.699419 -3.595572 -0.012 0.009 0.009
H -1.138995 -1.151262 -6.647136 0.031 0.029 0.034
H -4.324357 -2.245063 -3.422028 0.012 0.013 0.032
H 3.502861 -0.131466 0.296278 -0.045 -0.078 -0.118
H 5.979056 0.655556 -4.234453 -0.022 0.000 0.027
H 4.657867 -1.184781 -3.284285 -0.004 -0.002 0.031
H 0.271799 5.013309 1.172916 0.003 0.039 0.015
H -4.370331 6.182303 2.400232 0.020 -0.021 -0.012
H 1.312841 -1.470215 -6.791615 -0.007 -0.024 0.035
H 4.951931 -6.113107 -1.605499 0.012 0.035 -0.026
H -3.898065 -0.047308 5.066353 0.042 0.019 -0.034
H 2.311306 -3.591672 -3.829634 -0.038 -0.036 0.009
H -1.178566 4.969006 -5.400453 0.005 -0.005 0.010
H 3.951744 -2.235517 -0.113155 -0.018 -0.035 0.019
H -2.914294 3.396186 -4.637429 0.009 0.031 0.032
H -4.268375 -2.063268 1.310629 -0.036 0.002 0.033
H 0.556568 4.984007 -1.478559 0.019 -0.029 -0.048
H -4.424425 2.028406 -3.721303 -0.024 0.036 0.022
```
Positions in Å, forces in eV/Å.

Computed properties:
Net charge: -1
Multiplicity: 1
Electronic energy, eV: -228784.858
HOMO energy (spin up / spin down), eV: -4.04 / -4.40
Gap between HOMO and LUMO (spin up / spin down), eV: 6.315 / 6.553

Atom charges from the Löwdin analysis, given in e for atoms 1 to 2: number 1, As, carries 1.444; number 2, Ti, carries 0.952

---

> Which of these has the highest electronic energy?

C60H37BrN2O13

---

> Look up the multiplicity of the first one.

1

---

> Number 1 is which compound?

C60H37BrN2O13

---

> Among the records above, which one has the lowest net charge?

C60H40AsCl5N4O2PTi